(1)
The following is a DFT calculation (wB97M-V/def2-TZVPD) of C16H28B2F4N6O9Y as an isolated structure at a distorted geometry.

Electronic energy ... -57655.7300 eV
E_HOMO (spin up / spin down) ... -15.67 / -15.67 eV
Kohn-Sham gap (spin up / spin down) ... 5.9 / 5.9 eV
Total charge ... +3

Each line ends with the Löwdin charge.
Geometry (Å):
Y -0.41843 0.01633 -0.57295  1.737
F 1.43101 1.66416 2.59514  0.271
F -2.72567 3.37732 0.86726  0.290
F -4.60773 2.87043 -0.28932  0.318
F 3.57994 0.87251 2.06471  0.279
O 2.35191 2.04699 0.48905  0.107
O -1.96001 -1.31926 -1.42616  -0.090
O 6.38298 2.32035 -6.77660  0.018
O 5.57009 2.83796 -5.98098  -0.018
O -2.27928 0.48453 0.77628  -0.066
O 0.16754 -2.24983 -0.46925  -0.263
O -2.60427 2.56595 -1.32833  0.131
O 1.75807 -0.46789 -1.01988  -0.069
O 0.13999 -0.53066 1.49052  -0.108
N 1.04132 2.19876 0.02870  0.052
N -1.22867 2.36360 -1.10090  0.021
N -0.67182 -0.14837 2.40121  -0.074
N -2.01287 0.45869 2.01734  -0.050
N -2.97232 -3.29651 -1.79200  -0.082
N 3.64867 -1.63987 -0.69048  -0.102
C 1.84561 4.43021 -0.59187  0.055
C -2.89578 -4.73432 -1.51774  0.021
C -2.29153 0.57988 3.26379  -0.027
C -1.97951 -2.59565 -1.37648  -0.376
C 2.36861 -1.51141 -0.71017  -0.394
C 0.86195 3.29781 -0.58549  -0.185
C -1.15724 4.77886 -1.43167  0.043
C -0.74708 -3.26513 -0.81960  -0.079
C 4.39993 -2.88840 -0.53972  0.028
C 4.57254 -0.54719 -0.95482  0.023
C -0.94443 -0.13812 3.66056  -0.022
C -4.26072 -2.71729 -2.18983  0.033
C -0.25249 -0.57382 4.88736  0.062
C 1.56314 -2.73848 -0.26511  0.013
C -0.54060 3.45759 -1.13682  -0.179
C -3.36367 1.40542 3.83220  0.049
B -3.30269 2.93085 -0.22120  -0.884
B 2.46148 1.53885 1.77413  -0.760
H -0.11927 0.32926 5.48293  0.120
H 5.21686 -2.59850 0.09711  0.108
H -2.02033 4.63320 -2.02496  0.094
H -4.21780 -1.89547 -2.88878  0.104
H -4.84283 -2.39964 -1.31453  0.118
H 1.72152 -3.09563 0.76846  0.168
H -1.02162 -3.83366 0.06881  0.162
H 2.29990 4.53761 0.38597  0.109
H -3.18841 -4.86087 -0.49759  0.112
H 4.71510 -3.27490 -1.53655  0.139
H 1.31502 5.30993 -0.88666  0.077
H 0.72837 -0.95788 4.62446  0.111
H 2.67901 4.18811 -1.24939  0.122
H -3.74511 2.18694 3.13897  0.116
H -1.92979 -5.11944 -1.76922  0.092
H 5.19478 -0.77408 -1.82350  0.119
H -4.18998 0.86512 4.25957  0.107
H 4.02305 0.39350 -1.20372  0.116
H -1.39831 5.30228 -0.50300  0.132
H -4.84999 -3.48465 -2.68229  0.104
H -0.41858 5.39850 -1.99984  0.127
H -2.99041 2.03302 4.65331  0.119
H -3.53811 -5.29434 -2.21847  0.128
H -0.24969 -3.83462 -1.60295  0.157
H 3.80580 -3.67777 -0.12129  0.087
H 5.20757 -0.52816 -0.10421  0.095
H 1.75065 -3.50583 -0.95434  0.122
H -0.86542 -1.17690 5.54084  0.115

---

(2)
The following is a DFT calculation (wB97M-V/def2-TZVPD) of a 2-piece molecular cluster, C16H28BFO7P overall at a distorted geometry.

Electronic energy ... -44062.4724 eV
E_HOMO ... -4.91 eV
Kohn-Sham gap ... 5.7 eV
Total charge ... -1

Each line ends with the Löwdin charge.
Geometry (Å):
P 4.01436 0.44026 -0.86472  0.630
F 1.35260 0.21448 3.03144  -0.089
O 5.05776 -0.69733 -0.22758  -0.224
O -8.06954 0.49577 -3.86694  0.083
O -5.03995 2.73718 -1.06920  0.110
O 4.66178 0.93935 -2.14941  -0.355
O -6.26199 -1.38070 -4.55261  0.086
O 3.77815 1.78467 0.09914  -0.232
O -3.21608 0.92498 -1.82017  0.117
C -5.38583 1.76749 -1.92960  -0.229
C -0.19933 -0.23457 -0.60459  -0.220
C 1.27762 -0.00253 -0.17769  -0.285
C -5.90567 -0.38769 -3.70829  -0.241
C 4.27172 1.64400 1.44391  -0.291
C -1.51192 -1.20190 1.62137  -0.229
C -0.33047 -1.56596 2.61511  -0.222
C 4.46550 -1.55046 0.76099  -0.298
C -6.61991 1.68090 -2.43620  0.065
C -4.67277 -0.30045 -3.20644  0.088
C -6.96211 0.60775 -3.36734  -0.328
C 3.76445 2.90646 2.23153  -0.069
C 2.34153 -0.23553 -1.31638  -0.209
C -4.32201 0.78987 -2.29197  -0.306
C 4.98805 -3.03188 0.68853  -0.067
C 0.16235 -0.37002 3.47518  -0.228
B -1.22972 0.10786 0.66282  -0.525
H -0.52332 0.44024 -1.43472  0.071
H 3.35963 -1.58657 0.75418  0.094
H 4.77460 -1.15915 1.75707  0.106
H 5.37544 1.56303 1.44114  0.119
H -0.62889 0.39492 3.56513  0.107
H 1.36508 1.03776 0.18569  0.098
H -7.39911 2.38595 -2.18238  0.130
H 5.69204 -3.21433 -0.14083  0.075
H 2.38310 -1.28138 -1.68133  0.097
H -0.81646 1.03701 1.33230  0.047
H -3.89784 -1.01476 -3.44811  0.139
H 3.79278 2.62435 3.30393  0.073
H -0.73671 -2.31832 3.33971  0.088
H 2.00524 0.37216 -2.18502  0.097
H -1.68490 -2.09588 0.96969  0.076
H 3.80447 0.77629 1.96034  0.091
H -2.39116 -0.97734 2.27160  0.072
H 4.11322 -3.71571 0.65303  0.071
H -0.40773 -1.29013 -0.92381  0.085
H 0.49256 -2.09940 2.08829  0.096
H 5.49403 -3.26939 1.65027  0.066
H 4.40512 3.77435 1.99348  0.068
H -4.10083 2.57048 -0.85618  0.124
H 0.36985 -0.75860 4.49970  0.100
H 1.50573 -0.66787 0.67771  0.066
H -7.19508 -1.21233 -4.76554  0.106
H 2.71238 3.10854 1.95107  0.082
H -2.27174 0.49412 0.18269  0.024

---

(3)
The following is a DFT calculation (wB97M-V/def2-TZVPD) of a 2-piece molecular cluster, C16H28BO5PS overall.

Electronic energy ... -48084.5943 eV
E_HOMO ... -7.25 eV
Kohn-Sham gap ... 7.8 eV

Each line ends with the Löwdin charge.
Geometry (Å):
S 0.37729 1.99058 3.14389  0.835
P 2.09381 0.39634 1.07102  0.873
O -1.89079 3.72895 -3.37100  0.050
O -0.54705 -0.73687 1.28204  0.114
O -2.23957 3.14847 -5.48860  0.063
O -0.33109 1.28743 -0.05347  0.024
O -2.81873 1.73256 -3.83358  0.166
C 2.37011 -0.89938 -0.39482  -0.301
C 0.19834 -0.37628 4.66143  -0.150
C 1.93939 -2.28667 -0.05437  -0.303
C -1.53594 1.04156 -0.79228  -0.217
C -1.21536 4.71391 -4.15893  -0.111
C -2.36360 2.76620 -4.19781  -0.572
C 2.64864 -3.06073 0.86694  -0.067
C 1.05543 -4.85501 0.65636  -0.062
C 2.04876 1.68436 2.54051  -0.648
C 2.20753 -4.33101 1.22008  -0.081
C 0.33969 -4.11795 -0.28902  -0.277
C -0.91094 -4.68362 -0.91778  -0.053
C -2.79879 1.28274 0.02035  -0.050
C 0.79332 -2.84909 -0.62899  -0.032
C 0.37724 1.14103 4.73534  -0.545
C -1.86262 4.52881 -5.51920  -0.113
B 0.15575 0.32844 0.77527  -0.854
H 1.15372 -0.89675 4.56366  0.070
H 0.71125 -5.84585 0.93418  0.108
H -0.68753 -5.45294 -1.65649  0.080
H 2.85607 1.31886 0.30716  0.024
H -2.70323 0.92666 1.04650  0.077
H -0.45083 -0.66295 3.83516  0.052
H -1.48348 -3.88279 -1.39063  0.070
H -1.07183 -1.23272 0.64237  0.102
H 3.55077 -2.66562 1.32019  0.100
H -0.26520 -0.73822 5.58437  0.068
H 2.74880 -0.52249 1.93093  0.026
H 1.87621 -0.55311 -1.30813  0.079
H 2.64607 1.28964 3.36858  0.027
H -0.14914 4.48290 -4.16892  0.134
H -0.45681 1.58434 5.28427  0.061
H 3.45139 -0.89448 -0.56665  0.076
H -2.76256 5.13415 -5.63801  0.132
H -1.55454 -5.10413 -0.14165  0.078
H -3.63313 0.75031 -0.44274  0.083
H -1.19039 4.71163 -6.35259  0.132
H 2.50606 2.63821 2.26044  0.020
H 2.76112 -4.91630 1.94446  0.100
H -1.52930 1.73853 -1.62793  0.095
H -1.52817 0.04144 -1.23953  0.119
H -1.36796 5.70069 -3.73135  0.132
H 0.25360 -2.25908 -1.36720  0.116
H -3.05566 2.34193 0.04892  0.080
H 1.28387 1.39337 5.28727  0.068

---

(4)
The following is a DFT calculation (wB97M-V/def2-TZVPD) of a single C16H28F4IO4P molecule.

Electronic energy ... -53498.4548 eV
E_HOMO ... -10.09 eV
Kohn-Sham gap ... 10.3 eV

Each line ends with the Löwdin charge.
Geometry (Å):
I -0.43373 -1.96952 1.97183  1.062
P -2.51725 0.95597 2.97967  0.424
F -4.78074 2.26836 0.34038  0.108
F -4.70715 0.19943 1.03094  0.128
F -6.30258 0.80513 -1.12726  0.108
F -4.78926 -0.74240 -1.42463  0.084
O -2.90812 2.50247 2.92760  -0.096
O -3.54276 0.10391 3.55170  -0.233
O -1.38877 -0.77984 -0.47765  -0.150
O -1.12230 1.03625 3.75800  -0.150
C 3.31389 -1.40669 0.18693  -0.207
C 3.16103 -1.75558 -1.29991  -0.232
C -1.84852 -0.86930 0.84548  -0.736
C -2.74605 1.13851 0.02512  -0.108
C 3.94173 -0.02590 0.48088  -0.190
C -0.98214 1.16480 -1.87046  -0.119
C -2.02070 0.35634 -1.10733  -0.256
C 0.05098 1.94772 -1.06224  -0.190
C -4.98024 0.59204 -1.24373  -0.301
C 2.03282 -4.03560 -1.04502  -0.099
C 3.03619 0.98890 1.19785  -0.213
C -4.28531 1.03147 0.05745  -0.423
C 2.23356 1.87548 0.25002  -0.206
C 3.23875 -3.25186 -1.58808  -0.261
C -2.00562 0.58570 1.26488  -0.304
C 1.25066 1.11020 -0.63196  -0.210
H 1.44665 -3.43729 -0.34479  0.026
H -1.00104 1.01104 1.17171  0.107
H 1.35742 -4.33306 -1.84756  0.069
H 4.28723 0.42100 -0.45781  0.105
H 4.16442 -3.64567 -1.15896  0.101
H -0.47084 0.37090 3.48396  0.000
H -0.41124 2.39778 -0.17593  0.097
H -2.79143 -1.41115 0.91742  0.101
H 3.30938 -3.39327 -2.66839  0.099
H 2.94313 2.42664 -0.37553  0.116
H -1.54097 1.83917 -2.52834  0.124
H 0.40079 2.79090 -1.66346  0.122
H 0.90043 0.22206 -0.09594  0.085
H -4.61361 1.13132 -2.12053  0.171
H 1.68270 2.62479 0.83025  0.108
H 3.93525 -1.23946 -1.87553  0.108
H 2.33375 -4.94534 -0.52459  0.068
H 3.92918 -2.18418 0.65071  0.111
H -2.72434 -0.04222 -1.83366  0.133
H -0.46156 0.45720 -2.52315  0.129
H -2.55313 2.20541 -0.08307  0.154
H -2.14363 3.09238 2.96432  0.092
H 3.65728 1.62771 1.82923  0.105
H 2.34772 0.45739 1.86632  0.096
H 2.33884 -1.45912 0.67804  0.033
H 1.74870 0.74947 -1.53571  0.113
H 2.19522 -1.38875 -1.66050  0.096
H 4.83529 -0.17167 1.09100  0.103

---

(5)
The following is a DFT calculation (wB97M-V/def2-TZVPD) of C16H28N2O5PPtS as an isolated structure at a distorted geometry.

Electronic energy ... -53629.1525 eV
<S²> ... 2.01
Multiplicity ... 3
E_HOMO (spin up / spin down) ... -12.00 / -12.66 eV
Kohn-Sham gap (spin up / spin down) ... 9.6 / 7.6 eV
Total charge ... +1

Each line ends with the Löwdin charge.
Geometry (Å):
Pt 0.27639 -0.05814 1.29232  1.128
S -2.38022 1.68966 0.34443  0.984
P -0.21954 -2.15918 0.56045  0.726
O 5.08367 3.89677 -0.73033  0.112
O 1.01509 3.86468 1.26000  0.053
O 0.48398 1.88615 2.09835  -0.187
O 3.26458 4.81622 0.24858  0.163
O -1.05945 1.13541 -0.14993  -0.654
N 2.12428 0.62764 0.31380  0.026
N 3.89757 1.32878 -0.68362  0.194
C -1.93716 -2.72238 0.67999  -0.373
C 3.18542 0.24800 -0.37961  -0.335
C 3.42697 -1.05523 -1.02704  0.016
C -3.28841 2.12489 -1.13331  -0.313
C 0.08659 -2.29569 -1.15774  -0.407
C 1.18445 2.63623 1.30135  -0.557
C 2.20873 1.98255 0.47369  -0.148
C -2.11720 3.42642 0.82629  -0.277
C -0.64472 -3.39971 -1.89490  -0.129
C -3.57028 3.60349 -1.05400  -0.246
C 0.85626 -3.43671 1.32215  -0.351
C 0.71040 -4.87703 0.75217  -0.109
C -2.54261 -2.71410 2.10068  -0.117
C 3.27851 2.50128 -0.18351  -0.014
C 3.95271 3.83028 -0.26549  -0.467
C -2.38836 4.26926 -0.41808  -0.218
H -2.51178 -2.04922 0.06825  0.085
H -2.60593 -1.66242 2.35880  0.050
H -1.12184 3.67686 1.22725  0.080
H 2.35423 4.48350 0.50235  0.078
H -3.61724 -3.03798 2.21642  0.100
H 0.72459 -3.50066 2.38687  0.077
H -2.56918 5.32085 -0.21575  0.129
H 1.11019 -5.00035 -0.25350  0.073
H -1.93468 -3.24202 2.83009  0.067
H 4.73987 1.44031 -1.26034  0.192
H -4.42964 3.79021 -0.45450  0.108
H -1.53319 4.20729 -1.08368  0.123
H -3.77429 3.99057 -2.10199  0.150
H -0.30684 -5.23994 0.78893  0.072
H 1.15260 -2.56068 -1.21011  0.067
H -0.52986 -4.33829 -1.39340  0.046
H 3.34305 -1.85803 -0.30882  0.071
H 2.67213 -1.14432 -1.83225  0.095
H 1.85632 -3.05886 1.19168  0.056
H -2.63881 1.81556 -1.91330  0.085
H -0.05790 -1.31913 -1.62740  0.090
H -4.22083 1.51383 -1.18831  0.113
H -0.31286 -3.56023 -2.93200  0.097
H -2.87551 3.54666 1.58047  0.093
H -1.86648 -3.64609 0.16399  0.049
H 1.30872 -5.45911 1.42811  0.073
H 4.44601 -1.10608 -1.47067  0.110
H -1.68848 -3.15177 -1.99387  0.074